1.
# CH3FINS

A molecular structure, CH3FINS at a distorted geometry (ωB97M-V/def2-TZVPD, the Open Molecules 2025 dataset).

The HOMO energy (spin up / spin down) comes out at -8.59 / -8.59 eV. The net charge is 0. The LUMO energy (spin up / spin down) comes out at -1.61 / -1.61 eV. Its energy above the lowest of the compared OMol25 structures with the same formula, charge and spin is 73.9 kcal/mol. The calculation puts the largest force on an atom at 0.08018 hartree/bohr.

Geometry as XYZ:
```
8
Properties=species:S:1:pos:R:3:forces:R:3
C -0.143785 0.068522 0.363466 -3.131 0.797 2.562
N 0.590245 0.783436 1.387674 0.871 -0.077 0.770
F -3.376983 1.688040 2.115870 0.205 0.109 0.596
S -2.517776 1.826402 3.521223 0.581 -0.102 -0.932
I -0.296143 2.235563 2.267926 -0.688 -0.230 -0.156
H -0.577950 -0.879712 0.878200 0.602 1.355 -1.460
H 0.418088 -0.086170 -0.487774 1.794 -0.942 -1.446
H -0.941443 0.752116 -0.007126 -0.234 -0.911 0.066
```
Forces are in eV/Å.

Atom charges from the natural (NBO) analysis, given in e for atoms 1 to 5: C -0.4566; N -0.7609; F -0.4951; S 0.2441; I 0.8810



2.
# CH3FN2O2

CH3FN2O2 in the gas phase at a distorted geometry (ωB97M-V/def2-TZVPD, the Open Molecules 2025 dataset).

The SMILES is NC(=O)N(O)F. The HOMO energy comes out at -10.52 eV. The net charge is 0. The LUMO energy comes out at 0.79 eV. Its energy above the lowest of the compared OMol25 structures with the same formula, charge and spin is 0.0 kcal/mol. The calculation puts the largest force on an atom at 0.05139 hartree/bohr.

Geometry as XYZ:
```
9
Properties=species:S:1:pos:R:3:forces:R:3
N -0.872570 -0.746015 0.984110 1.143 0.153 -1.871
C 0.250109 -0.149601 0.529799 -0.857 -1.928 -1.591
O 1.198715 0.157094 1.145605 2.059 1.394 0.730
N 0.185486 -0.174367 -0.992384 -0.358 -0.237 1.346
O 1.158748 0.451908 -1.616168 1.297 0.631 -0.015
F -0.986186 0.668625 -1.097910 -0.600 0.688 -0.774
H -1.487309 -0.856159 0.185896 -0.967 -0.107 1.144
H -1.063027 -0.477756 1.910405 -1.080 -0.079 1.006
H 1.616034 1.126272 -1.049353 -0.638 -0.517 0.025
```
Forces are in eV/Å.

Atom charges from the natural (NBO) analysis, given in e for atoms 1 to 5: N -0.8165; C 0.7408; O -0.5701; N 0.1477; O -0.4930



3.
# CH3FN2O4

2 unconnected molecules or ions with the total composition CH3FN2O4 at a distorted geometry (ωB97M-V/def2-TZVPD, the Open Molecules 2025 dataset).

As for the spin multiplicity: 3. The HOMO energy (spin up / spin down) comes out at -10.06 / -10.58 eV. The net charge is 0. The LUMO energy (spin up / spin down) comes out at 0.03 / -3.53 eV. Its expectation value of S² is 2.012. The calculation puts the largest force on an atom at 0.07302 hartree/bohr.

Geometry as XYZ:
```
11
Properties=species:S:1:pos:R:3:forces:R:3
C -1.527584 0.494229 -0.036965 -1.587 -1.027 -0.097
N 1.826550 -0.606953 0.027194 1.352 -0.486 0.552
N 1.174383 0.573123 -0.257036 -0.996 0.207 -2.222
O 1.105481 -1.537662 0.259311 -0.529 -0.448 -0.044
O 3.018736 -0.596418 -0.035817 1.270 -0.133 0.080
O -1.755020 -0.867121 -0.263126 1.553 -3.401 0.344
O -0.533461 0.775289 0.755425 -2.127 1.296 1.326
F 1.904892 1.616257 -0.004842 1.210 0.338 0.433
H -2.611545 0.672381 0.354968 1.442 1.211 -0.013
H -1.450779 1.045178 -1.051229 -0.059 -0.570 1.215
H -1.151649 -1.568300 0.252121 -1.528 3.014 -1.573
```
Forces are in eV/Å.

Atom charges from the natural (NBO) analysis, given in e for atoms 1 to 5: C 0.1665; N 0.5497; N 0.2659; O -0.3568; O -0.3301



4.
# CH3FN2OS

CH3FN2OS in the gas phase at a distorted geometry (ωB97M-V/def2-TZVPD, the Open Molecules 2025 dataset).

The HOMO energy comes out at -9.14 eV. The net charge is 0. The LUMO energy comes out at 0.51 eV. Its energy above the lowest of the compared OMol25 structures with the same formula, charge and spin is 54.2 kcal/mol. The calculation puts the largest force on an atom at 0.04657 hartree/bohr.

Geometry as XYZ:
```
9
Properties=species:S:1:pos:R:3:forces:R:3
C 1.777721 0.211109 0.102877 -1.483 -1.564 0.542
N 0.948456 -0.698310 0.366488 1.329 1.621 1.158
N -1.027972 0.246152 -0.442196 -1.258 -0.654 1.069
O 1.411582 1.463697 0.289669 0.674 -0.212 -0.497
F 2.990223 0.077557 -0.452593 0.065 0.200 -0.208
S -0.415103 1.543826 -0.031990 0.033 1.782 1.191
H 0.835967 -1.650636 0.186030 0.977 -1.360 -0.527
H -1.169724 0.086215 -1.401171 -0.132 0.291 -1.585
H -0.510294 1.475675 1.366054 -0.205 -0.105 -1.143
```
Forces are in eV/Å.

Atom charges from the natural (NBO) analysis, given in e for atoms 1 to 5: C 0.8511; N -0.8004; N -0.9667; O -0.6868; F -0.3286



5.
# CH3FO2

2 unconnected molecules or ions with the total composition CH3FO2 at a distorted geometry (ωB97M-V/def2-TZVPD, the Open Molecules 2025 dataset).

The HOMO energy comes out at -10.73 eV. The net charge is 0. The LUMO energy comes out at 0.48 eV. Its energy above the lowest of the compared OMol25 structures with the same formula, charge and spin is 37.5 kcal/mol. The calculation puts the largest force on an atom at 0.08967 hartree/bohr.

Geometry as XYZ:
```
7
Properties=species:S:1:pos:R:3:forces:R:3
C 0.305453 -0.147545 -0.136591 -1.333 3.935 -2.001
O -0.005894 -1.425544 -0.203497 0.375 0.816 -0.328
O -0.163549 0.504634 0.926985 1.785 0.320 1.777
F -0.702602 0.948978 -1.184192 0.938 -1.686 -0.013
H 1.169487 0.306514 -0.751817 -1.054 -1.668 1.437
H -0.824399 -1.618700 0.284753 0.142 0.305 0.020
H 0.221504 1.431663 1.064359 -0.853 -2.022 -0.892
```
Forces are in eV/Å.

Atom charges from the natural (NBO) analysis, given in e for atoms 1 to 5: C 0.7051; O -0.6377; O -0.6753; F -0.6386; H 0.2123



6.
# CH3FO2

2 unconnected molecules or ions with the total composition CH3FO2 at a distorted geometry (ωB97M-V/def2-TZVPD, the Open Molecules 2025 dataset).

The HOMO energy comes out at -9.78 eV. The net charge is 0. The LUMO energy comes out at 0.31 eV. Its energy above the lowest of the compared OMol25 structures with the same formula, charge and spin is 62.8 kcal/mol. The calculation puts the largest force on an atom at 0.08454 hartree/bohr.

Geometry as XYZ:
```
7
Properties=species:S:1:pos:R:3:forces:R:3
C 0.324408 -0.012268 0.412053 -2.202 2.319 -1.943
O 0.380366 -1.162618 -0.177667 2.170 -1.204 -2.780
O -1.332413 0.957737 -0.096069 3.684 -0.315 2.287
F 1.292601 0.859368 0.159439 -0.331 -0.194 -0.693
H 0.202698 -0.057634 1.441454 -1.143 -0.018 1.733
H 1.050514 -1.210706 -0.980686 -2.089 0.573 2.267
H -1.918177 0.626124 -0.758524 -0.090 -1.160 -0.870
```
Forces are in eV/Å.

Atom charges from the natural (NBO) analysis, given in e for atoms 1 to 5: C 0.7966; O -0.6589; O -0.9480; F -0.3102; H 0.1494



7.
# CH3FO2S

2 unconnected molecules or ions with the total composition CH3FO2S at a distorted geometry (ωB97M-V/def2-TZVPD, the Open Molecules 2025 dataset).

The HOMO energy comes out at -12.42 eV. The net charge is 0. The LUMO energy comes out at -2.98 eV. Its energy above the lowest of the compared OMol25 structures with the same formula, charge and spin is 89.6 kcal/mol. The calculation puts the largest force on an atom at 0.08176 hartree/bohr.

Geometry as XYZ:
```
8
Properties=species:S:1:pos:R:3:forces:R:3
C 0.854223 0.254993 0.153455 0.687 -3.915 1.372
O -0.946565 0.266653 -1.740906 0.349 -0.197 -0.073
O -1.533104 1.206875 0.469967 0.225 0.005 0.293
F 1.084862 -1.772301 0.857227 -0.666 3.763 -1.370
S -0.876938 0.209664 -0.316213 -1.043 -0.365 -0.100
H 1.601223 0.165495 -0.620674 -0.057 0.062 -0.185
H 1.116997 0.705518 1.096381 -0.105 0.121 0.136
H -1.300698 -1.036897 0.100764 0.610 0.527 -0.073
```
Forces are in eV/Å.

Atom charges from the natural (NBO) analysis, given in e for atoms 1 to 5: C -0.1565; O -0.9034; O -0.9076; F -0.5203; S 1.9607



8.
# CH3FO3P

A gas-phase ion, CH3FO3P (charge -1) at a distorted geometry (ωB97M-V/def2-TZVPD, the Open Molecules 2025 dataset).

The SMILES is C[P@@](=O)([O-])OF. The HOMO energy comes out at -5.17 eV. The net charge is -1. The LUMO energy comes out at 4.21 eV. Its energy above the lowest of the compared OMol25 structures with the same formula, charge and spin is 21.5 kcal/mol. The calculation puts the largest force on an atom at 0.08653 hartree/bohr.

Geometry as XYZ:
```
9
Properties=species:S:1:pos:R:3:forces:R:3
C -0.004141 0.063226 0.189791 1.082 -0.761 -0.464
P 0.158631 -1.015945 1.671057 -3.211 2.841 1.189
O 1.059296 -2.136372 1.611399 1.224 -2.120 -0.882
O 0.096792 -0.184248 2.926723 -0.527 -0.651 -1.326
O -1.816682 -1.670852 1.111593 2.702 2.276 -0.439
F -2.088489 -2.752688 1.917024 -0.566 -1.812 1.281
H 0.523808 1.037957 0.448570 -0.011 -1.443 -0.804
H 0.381292 -0.631430 -0.711727 -0.904 2.241 1.775
H -1.056137 0.376383 0.133107 0.212 -0.572 -0.329
```
Forces are in eV/Å.

Atom charges from the natural (NBO) analysis, given in e for atoms 1 to 5: C -1.0566; P 2.2836; O -1.1211; O -1.1349; O -0.4767